Entry from the OMol25 dataset: a molecular structure, C21H26AgN2O3Si at a distorted geometry (the ωB97M-V functional and the def2-TZVPD basis).

Each line ends with the Mulliken charge.
Cartesian coordinates (Å):
C: -2.9869 -2.2977 -3.2535  -1.1861
C: -1.8974 -1.3286 -2.6772  0.5348
C: -2.2773 0.1910 -2.6788  -0.7042
N: -0.7380 -1.7699 -2.2396  -0.2519
C: -0.6595 -1.8549 -0.8358  0.3730
C: 0.5544 -1.7926 -0.1579  0.6630
Si: 2.2429 -1.5554 -0.9667  0.2809
C: 3.2272 -0.3622 0.1826  -0.9344
C: 3.2687 -3.2021 -0.9502  -1.1543
C: 2.2078 -0.7227 -2.6714  -0.9608
C: 0.5338 -1.8990 1.4010  -0.1692
O: 1.3506 -2.5343 2.0368  -0.6220
C: -0.6380 -1.1068 2.0882  -0.1783
C: -1.8352 -1.1706 1.4313  0.3234
C: -3.0736 -0.3875 1.9774  -1.0178
C: -2.9897 1.0659 1.3695  0.5187
C: -2.2175 2.0840 2.2894  0.1407
O: -2.1820 1.8599 3.4748  -0.5196
N: -1.6486 3.2412 1.6170  -0.2406
C: -0.1951 3.2364 1.6190  0.4233
C: 0.4714 4.0668 0.6011  -0.4160
C: 1.9247 4.1955 0.5058  -0.4031
C: 2.7857 3.4896 1.4548  -0.5892
C: 2.1282 2.6407 2.4501  -0.6216
C: 0.6650 2.5131 2.5503  -0.1821
C: -1.9215 -2.0080 0.1039  0.0145
O: -2.8739 -2.6983 -0.1574  -0.5523
H: -3.8584 -2.1941 -2.5417  0.3139
H: -3.3639 -1.9594 -4.2603  0.4118
H: -2.6048 -3.3515 -3.2795  0.3072
H: -2.1560 0.6623 -1.6669  0.0173
H: -3.3786 0.2697 -2.9172  0.3546
H: -1.7482 0.7492 -3.4948  0.3260
H: 3.1983 0.6800 -0.2477  0.2663
H: 4.2818 -0.7091 0.3262  0.3713
H: 2.7471 -0.2746 1.2001  0.2014
H: 3.1893 -3.7817 -1.9332  0.1879
H: 4.3391 -2.8774 -0.7980  0.6843
H: 2.9794 -3.8211 -0.0215  0.3682
H: 2.1179 -1.4690 -3.5018  0.3338
H: 1.3888 0.0394 -2.6888  0.2240
H: 3.1825 -0.1669 -2.7905  0.3590
H: -0.5175 -0.5290 3.0301  0.5023
H: -4.0087 -0.8699 1.5672  0.3245
H: -3.1756 -0.4164 3.0870  0.4441
H: -2.4531 1.0586 0.3875  -0.6752
H: -4.0180 1.4907 1.1794  0.4420
H: -1.9659 4.0978 2.0804  0.3716
H: -0.1227 4.6397 -0.1488  0.3491
H: 2.3758 4.8407 -0.2900  0.3563
H: 3.8896 3.6189 1.3855  0.3879
H: 2.8122 2.1179 3.1660  0.3467
H: 0.2323 1.8637 3.3391  0.4147
Ag: 3.4110 -5.6022 -0.7320  0.4404

Results
Lowest unoccupied orbital energy: -5.56 eV
Total charge: +1
Gap between HOMO and LUMO: 5.0 eV
F_max: 4.0 eV/A
Electronic energy: -43186.6517 eV

---

Entry from the OMol25 dataset: 5 unconnected molecules or ions with the total composition C20H25N5 at a distorted geometry (the ωB97M-V functional and the def2-TZVPD basis).

Each line ends with the Mulliken charge.
Cartesian coordinates (Å):
N: 2.2100 0.2148 -1.6892  0.0326
C: 2.7960 -0.3252 -0.5952  0.0434
C: 4.1530 0.4798 -0.5252  -0.6791
C: 4.1790 1.4968 -1.6582  -0.5562
C: 2.8710 1.2658 -2.3242  -0.3978
H: 1.3880 -0.0562 -2.1442  0.5397
H: 2.3950 -1.2332 0.0948  0.1429
H: 4.9970 0.7528 0.1998  0.2373
H: 4.8730 2.3058 -1.9152  0.3754
H: 2.3420 1.6318 -3.1662  0.3809
N: 0.9000 -4.7092 -0.0002  -0.0591
C: 0.0170 -4.0712 0.9098  -0.4012
C: -1.3610 -3.9112 0.2278  -0.3321
C: -1.1240 -4.3782 -1.1952  -0.8287
C: 0.3070 -4.9362 -1.2792  -0.3356
H: 1.7910 -4.9702 0.3518  0.2181
H: 0.3400 -3.9102 1.9288  0.5978
H: -2.2800 -3.4812 0.8468  0.2464
H: -1.7280 -4.3832 -1.9972  0.5606
H: 1.0340 -5.2562 -2.0262  0.3964
N: -0.4500 -1.3622 -1.6672  0.2482
C: -0.8450 -0.0732 -1.0702  -0.7047
C: -0.9570 0.9188 -2.2312  -0.6179
C: -0.5850 0.0368 -3.5312  -0.9151
C: -0.3370 -1.3582 -2.9472  -0.2419
H: -0.3550 -2.0992 -1.0722  0.1153
H: -1.0800 0.0268 -0.0752  0.4949
H: -1.2040 1.8138 -2.0412  0.6218
H: -0.5660 0.4518 -4.5492  0.3353
H: 0.0480 -2.1382 -3.4672  0.5065
N: -0.7520 5.7168 -0.4192  -0.0697
C: -1.2150 4.3278 -0.2262  -0.1970
C: -2.7720 4.3138 -0.1112  -0.4547
C: -3.1320 5.7328 0.0048  -0.7203
C: -1.8930 6.4998 -0.2572  -0.3238
H: 0.2060 5.8798 -0.5702  0.1979
H: -0.3680 3.5248 -0.1512  0.3490
H: -3.1380 3.3708 0.0758  0.4816
H: -4.0830 6.0978 0.0248  0.4523
H: -1.7470 7.6318 -0.1442  0.2942
N: -0.1740 -0.9192 4.9908  -0.0706
C: -1.4880 -1.0702 4.6598  -0.6511
C: -1.4530 -1.3762 3.2358  -0.4372
C: -0.0610 -1.3182 2.7858  -0.5740
C: 0.7380 -1.0642 4.0128  -0.6479
H: -0.1410 -0.7932 6.1678  0.3352
H: -2.1850 -1.2612 5.4208  0.3449
H: -2.2310 -1.5422 2.5498  0.4379
H: 0.3410 -1.5802 1.9808  0.9313
H: 1.7780 -0.9132 4.5758  0.2981

Results
ΔE to the lowest compared entry with this formula, charge and spin: 12.989 eV
Lowest unoccupied orbital energy: 0.56 eV
Gap between HOMO and LUMO: 8.0 eV
F_max: 13.9 eV/A
Electronic energy: -28583.6067 eV

---

Entry from the OMol25 dataset: a gas-phase ion, C7H12BrN2 (charge +1) at a distorted geometry (the ωB97M-V functional and the def2-TZVPD basis).

Each line ends with the Mulliken charge.
Cartesian coordinates (Å):
C: -1.0353 -0.2739 0.2476  -0.7030
C: -1.3809 -1.8057 0.0239  -0.1823
C: -3.5990 -1.6012 0.2974  -0.0575
C: -3.9310 -0.5049 -0.3237  -0.5439
C: 0.0128 0.4266 -0.1190  0.4858
C: 2.2223 -0.6236 0.1079  -0.8921
C: 1.2586 0.1450 -0.9043  -0.8312
N: -2.5097 -2.3466 0.1541  -0.4349
N: 0.0993 1.8833 0.4662  -0.2266
Br: -5.5939 0.4487 -0.0431  -0.1018
H: -1.7131 0.1410 1.0138  0.4060
H: -0.5242 -2.4106 -0.2302  0.4374
H: -4.1996 -1.8937 1.2019  0.3129
H: -3.5030 -0.0021 -1.1007  0.4686
H: 2.8949 -1.0158 -0.5116  0.3700
H: 1.4905 -1.3107 0.6580  0.3094
H: 2.5956 0.0529 0.9346  0.2925
H: 1.0266 -0.5361 -1.6126  0.3760
H: 1.5842 1.1278 -1.3789  0.4080
H: 0.9043 1.8980 1.1368  0.3533
H: -0.7462 2.0828 1.0405  0.3692
H: 0.0983 2.3592 -0.4126  0.3841

Results
ΔE to the lowest compared entry with this formula, charge and spin: 2.781 eV
Lowest unoccupied orbital energy: -3.80 eV
Total charge: +1
Gap between HOMO and LUMO: 8.3 eV
F_max: 6.1 eV/A
Electronic energy: -80465.9702 eV

---

Entry from the OMol25 dataset: 2 unconnected molecules or ions with the total composition C9H14N3OS at a distorted geometry (the ωB97M-V functional and the def2-TZVPD basis).

Each line ends with the Mulliken charge.
Cartesian coordinates (Å):
C: 1.9279 0.6418 -0.5598  -0.4013
C: 3.2056 0.5468 0.0516  0.7063
C: 1.2287 -0.4167 -0.0253  0.1628
C: -1.9746 -2.0672 -0.0777  -0.4055
C: -0.6137 -2.0297 -0.1873  0.6705
C: -1.5408 0.4292 0.1025  0.6085
C: 4.3820 1.4191 -0.1562  -1.1472
C: 0.2085 -3.2681 -0.3256  -1.3405
C: -1.2326 1.8303 0.1079  -0.9166
N: 3.2289 -0.4742 0.8711  -0.5135
N: -0.0366 -0.8331 -0.2280  -0.1353
N: -4.4666 1.5221 0.5132  -0.7686
O: 2.0255 -1.0709 0.8536  -0.1237
S: -2.8144 -0.5656 0.0758  0.0137
H: 1.6026 1.3445 -1.2962  0.3966
H: -2.5651 -2.9612 -0.1076  0.3839
H: 5.2844 0.8171 -0.2139  0.3617
H: 4.2701 2.0043 -1.0636  0.3218
H: 4.4935 2.0966 0.6887  0.2880
H: 1.0016 -3.2741 0.4205  0.3711
H: 0.6736 -3.2919 -1.3110  0.3263
H: -0.4110 -4.1507 -0.2061  0.3981
H: -0.3583 2.0483 0.7250  0.3638
H: -2.1024 2.3572 0.5060  0.3573
H: -1.0378 2.2020 -0.9016  0.2719
H: -5.2956 0.9504 0.3870  0.2559
H: -4.5773 2.3190 -0.1062  0.2469
H: -4.5061 1.8748 1.4634  0.2470

Results
Lowest unoccupied orbital energy (alpha / beta): -4.18 / -6.68 eV
Total charge: +1
Gap between HOMO and LUMO (alpha / beta): 6.4 / 6.1 eV
F_max: 3.5 eV/A
Electronic energy: -26900.9636 eV
Expectation value of S²: 2.0428
Spin multiplicity: 3